This record from OMol25 describes C6H8N2 as an isolated structure at a distorted geometry. The level of theory is the ωB97M-V functional and the def2-TZVPD basis.

- HOMO energy (eV) = -8.6
- net charge = 0
- spin multiplicity = 1
- energy above the lowest of the compared OMol25 structures with the same formula, charge and spin (kJ/mol) = 725.1
- strongest force on any atom (eV/A) = 4.7
- gap between HOMO and LUMO (eV) = 8.7095

Cartesian coordinates (Å):
N (-0.72940, -1.47844, 0.27394)
N (-1.68728, -1.83704, 1.21859)
C (0.67193, -0.44583, 1.12587)
C (-1.15161, -0.67175, -0.70275)
C (-1.25702, 0.11254, -1.59991)
C (2.96563, 0.78913, 1.63090)
C (1.71456, 0.13118, 1.29876)
C (-1.63606, 0.95541, -2.71633)
H (3.63361, 0.04953, 2.14226)
H (-2.35307, 1.68095, -2.44244)
H (-0.68555, 1.36731, -3.15877)
H (-2.23403, -1.03410, 1.69238)
H (3.42715, 1.08571, 0.66827)
H (-1.44208, -2.60536, 1.74123)
H (-2.02712, 0.29382, -3.55117)
H (2.79034, 1.60694, 2.37919)

Atom charges from the natural (NBO) analysis, given in e for atoms 1 to 2: atom 1 (N): -0.179, atom 2 (N): -0.601

This record from OMol25 describes an isolated ion of composition C5H15N2 and charge +1 at a distorted geometry. The level of theory is the ωB97M-V functional and the def2-TZVPD basis.

- HOMO energy (eV) = -14.2
- net charge = +1
- spin multiplicity = 1
- SMILES string = C[NH2+]CC[C@H](C)N
- energy above the lowest of the compared OMol25 structures with the same formula, charge and spin (kJ/mol) = 61.4
- strongest force on any atom (eV/A) = 3.1
- gap between HOMO and LUMO (eV) = 11.4600

Cartesian coordinates (Å):
N (-0.28630, 0.39594, -1.47002)
N (0.94239, 1.24826, 0.66580)
C (0.13054, 2.18995, 1.52464)
C (-0.72036, -0.71688, -0.62681)
C (-1.33528, -1.86486, -1.45116)
C (0.48300, -1.22386, 0.22606)
C (1.11052, -0.19401, 1.17494)
H (-1.46254, -0.33905, 0.07418)
H (1.29664, -1.43300, -0.51023)
H (0.37524, 3.19600, 1.20690)
H (-0.89542, 1.83005, 1.41262)
H (-0.96120, 0.87348, -2.05659)
H (-2.13651, -1.46329, -2.08859)
H (0.39255, 0.02756, -2.13407)
H (-1.82912, -2.57323, -0.78228)
H (0.31162, -2.21074, 0.65126)
H (-0.61739, -2.25277, -2.17942)
H (0.40354, 2.03007, 2.57128)
H (0.48525, -0.11914, 2.08565)
H (0.36815, 1.11283, -0.26896)
H (1.81200, 1.71656, 0.43130)
H (2.13267, -0.22987, 1.54348)

Atom charges from the natural (NBO) analysis, given in e for atoms 1 to 2: atom 1 (N): -0.845, atom 2 (N): -0.567

This record from OMol25 describes an isolated molecule of CH4NO2P at a distorted geometry. The level of theory is the ωB97M-V functional and the def2-TZVPD basis.

- HOMO energy (eV) = -9.6
- net charge = 0
- spin multiplicity = 1
- energy above the lowest of the compared OMol25 structures with the same formula, charge and spin (kJ/mol) = 95.5
- strongest force on any atom (eV/A) = 3.9
- gap between HOMO and LUMO (eV) = 10.3395

Cartesian coordinates (Å):
P (0.41988, -0.77326, -1.23935)
O (-1.03109, -0.05661, -0.78462)
O (0.93233, 0.99138, -0.77219)
N (0.48327, -1.58416, 0.25958)
C (-0.44745, 1.21436, -0.51959)
H (0.66322, -2.57247, 0.18075)
H (-0.06574, -1.17331, 1.04292)
H (-0.77844, 2.04573, -1.10648)
H (-0.53457, 1.39797, 0.54882)

Atom charges from the natural (NBO) analysis, given in e for atoms 1 to 2: atom 1 (P): 1.447, atom 2 (O): -0.809

> Which formula does entry 3 have?

CH4NO2P